1.
The molecule C2H9N3O at a distorted geometry. Source: the Open Molecules 2025 dataset; level of theory: ωB97M-V/def2-TZVPD.

Each line ends with the natural charge from an NBO analysis.
Geometry (Å):
H -2.668 -0.733 -0.340  0.20
H -2.000 0.546 0.702  0.19
N -0.601 -0.782 -0.209  -0.65
N 0.739 0.004 1.443  -0.88
C 0.628 -0.067 -0.020  0.64
N 0.660 1.247 -0.586  -0.86
H 0.235 1.254 -1.504  0.37
H 1.612 1.575 -0.692  0.38
H 1.257 0.828 1.720  0.37
H -0.496 -1.408 0.680  0.37
C -1.843 -0.032 -0.216  -0.41
H 1.225 -0.804 1.818  0.37
O 1.707 -0.869 -0.507  -0.75
H -1.831 0.657 -1.061  0.19
H 1.374 -1.416 -1.228  0.48

Results
Structure (SMILES): CNC(N)(N)O
Highest occupied orbital energy (eV): -8.9509
Molecular weight (Da): 91.11
2S+1: 1
ΔE to the lowest compared entry with this formula, charge and spin (eV): 0.960
Energy (Ha): -321.09647

---

2.
An isolated ion of composition C9H15N2 and charge +1 at a distorted geometry. Source: the Open Molecules 2025 dataset; level of theory: ωB97M-V/def2-TZVPD.

Each line ends with the natural charge from an NBO analysis.
Geometry (Å):
H -3.310 0.605 1.387  0.23
C -2.752 -0.272 1.265  -0.62
H -3.365 -1.096 1.659  0.23
C 1.244 -0.908 0.669  0.21
C 2.931 0.117 -0.271  -0.39
N -0.152 0.201 -0.457  -0.22
N -1.505 0.394 -0.748  -0.22
H 2.015 -1.537 -1.123  0.28
H 3.857 0.220 0.139  0.23
C 0.641 1.261 0.117  0.13
H 2.329 0.859 1.703  0.29
H 3.066 -2.203 0.184  0.29
H 0.972 3.201 0.426  0.23
H 3.050 0.525 -1.370  0.24
H -3.466 -0.594 -0.860  0.24
H -0.533 0.843 -2.508  0.22
C -2.544 -0.639 -0.260  -0.22
H -0.727 -0.970 -2.178  0.21
H 0.722 -1.538 1.427  0.25
H -2.145 -1.635 -0.401  0.18
C 1.803 0.543 0.721  -0.31
C 2.403 -1.300 -0.115  -0.53
C -0.658 -0.012 -1.814  -0.05
C 0.261 2.537 0.078  -0.34
H -1.785 -0.221 1.917  0.21
H -0.746 2.743 -0.217  0.24

Results
Highest occupied orbital energy (eV): -13.4893
Molecular weight (Da): 151.23
Total charge: +1
2S+1: 1
ΔE to the lowest compared entry with this formula, charge and spin (eV): 6.586
Energy (Ha): -460.95780

---

3.
C47H46AsCl2F4N7ORe as an isolated structure at a distorted geometry. Source: the Open Molecules 2025 dataset; level of theory: ωB97M-V/def2-TZVPD.

Each line ends with the Mulliken spin population.
Geometry (Å):
C -1.687 -0.822 2.317  -0.04
C -0.748 1.460 4.212  0.06
N 2.247 -3.275 -0.370  0.03
C 1.757 4.725 -2.183  0.05
C 1.242 -4.373 -3.390  0.00
C 3.223 -0.496 4.906  0.03
N -0.474 0.420 0.673  -0.02
C 1.062 -0.866 -4.977  0.01
H -5.020 -1.321 2.662  0.00
H -7.336 1.759 -3.718  0.00
F -0.549 3.047 0.141  0.00
H 3.635 -1.342 5.454  0.00
C -0.447 -2.152 -3.390  0.01
H -2.654 -4.375 -2.042  0.00
C 3.869 -0.401 3.557  0.01
C 0.516 3.474 4.538  0.06
O 0.596 2.251 2.457  0.00
C -2.129 -3.419 -1.928  0.01
H -1.571 1.064 3.593  0.00
C -4.100 -0.229 1.043  0.04
C -2.926 0.307 0.509  -0.04
C 3.479 -3.339 -0.805  0.00
H 3.879 2.635 0.521  0.00
C -0.714 -1.431 5.326  -0.14
H -5.031 2.430 -3.465  0.00
H 2.554 -3.113 -4.541  0.00
C 0.733 -2.098 -4.156  0.00
H 3.702 -1.322 2.952  0.00
H 1.871 5.693 -2.648  0.00
C -0.133 -1.547 4.010  0.56
H 0.340 4.239 6.526  0.00
H 4.967 -0.302 3.591  0.00
H -5.059 -0.107 0.512  0.00
C -2.340 2.383 -3.322  0.01
C -3.325 -2.370 -4.996  0.00
H -3.470 -3.322 -4.451  0.00
H 1.559 -0.069 -4.409  0.00
C -0.874 -0.212 5.988  0.29
H -3.959 -2.459 -5.913  0.00
H -2.150 2.595 -2.263  0.00
C 3.627 1.563 0.348  -0.02
N 3.319 0.735 2.689  0.01
C -1.734 -0.050 1.093  0.05
H -5.830 -1.575 -4.552  0.00
C -0.184 2.156 6.422  0.06
Re 1.019 0.455 1.554  1.72
H 0.154 -0.403 -5.413  0.00
C 3.493 2.087 3.327  0.04
H 3.456 0.368 5.555  0.00
C -5.611 0.449 -3.958  0.00
C -0.860 -3.340 -2.725  -0.01
C -2.835 -0.111 -3.740  0.00
N -0.395 -0.834 2.880  -0.01
H 1.682 -6.438 -2.904  0.00
H 5.359 1.650 4.329  0.00
H 3.029 2.837 2.665  0.00
Cl -0.164 1.961 8.118  0.00
H -2.825 -2.611 -2.220  0.00
C 2.203 -5.521 -3.200  0.00
C 2.601 3.656 -2.508  -0.02
C 1.617 2.271 -0.755  -0.01
F 2.862 1.276 -2.598  0.00
H -7.547 0.073 -3.071  0.00
H -2.875 1.065 -0.280  -0.01
C -7.083 0.690 -3.881  0.00
H -7.531 0.411 -4.814  0.00
C -0.625 1.126 5.551  -0.05
H 4.973 3.361 4.253  0.00
H -1.399 2.246 -3.854  0.00
H -0.358 -5.397 -2.413  0.00
F 3.584 3.857 -3.429  0.00
H 5.179 0.973 1.722  0.00
C -4.700 1.455 -3.677  0.00
C 1.582 -3.186 -4.045  0.00
H 1.727 -1.095 -5.829  0.00
N 2.146 1.457 0.208  0.10
H 2.940 -5.283 -2.433  0.00
H 2.695 -5.720 -4.136  0.00
As -1.112 -0.393 -2.856  0.06
H 4.239 -0.350 1.151  -0.01
H -1.951 -3.253 -0.859  0.00
H -2.298 -2.327 -5.346  0.00
H 2.150 -0.640 4.886  -0.01
C 4.162 0.712 1.463  0.04
C 0.137 2.372 3.674  0.01
C -5.091 -0.808 -4.264  0.00
C -4.080 -0.978 2.248  -0.04
C 2.324 2.404 -1.999  0.04
C 1.947 -2.225 0.253  0.09
C 0.557 3.233 -0.629  0.06
H 4.103 1.300 -0.588  0.00
H 5.567 2.556 2.775  0.00
H -2.817 -2.106 3.618  0.02
C -3.736 -1.113 -4.258  0.00
N 4.421 -3.691 -1.424  0.01
H 0.610 -2.349 3.897  0.01
H -0.895 -2.370 5.867  0.01
C 0.225 3.392 5.881  -0.04
H 2.877 2.073 4.247  -0.01
H -1.115 -0.314 7.050  0.02
N 1.598 -1.317 0.945  -0.08
C -0.041 -4.460 -2.844  0.00
C 4.930 2.462 3.664  0.00
C -2.901 -1.347 2.847  0.08
H -2.860 3.275 -3.683  0.00
Cl 0.827 4.989 3.754  0.01
F -0.358 5.285 -1.289  0.00
C -3.303 1.235 -3.602  -0.01
C 0.662 4.421 -1.377  -0.02

Results
Highest occupied orbital energy (spin up / spin down) (eV): -5.7174 / -6.6334
⟨S²⟩: 3.8885
Molecular weight (Da): 1132.96
2S+1: 4
ΔE to the lowest compared entry with this formula, charge and spin (eV): 1.214
Energy (Ha): -5910.70843

---

4.
A 2-piece molecular cluster, C4H6N2O overall. Source: the Open Molecules 2025 dataset; level of theory: ωB97M-V/def2-TZVPD.

Each line ends with the natural charge from an NBO analysis.
Geometry (Å):
C 0.238 0.737 0.051  0.63
H -1.439 2.479 1.793  0.02
H -0.634 -2.327 0.893  0.22
C -0.222 -1.484 0.352  0.06
H -1.996 2.481 2.289  -0.03
N 1.386 0.481 -2.084  -0.52
H 1.675 -0.212 -2.778  0.33
H 0.650 -2.346 -1.436  0.23
H -0.810 0.035 1.749  0.43
N -0.342 -0.204 0.890  -0.63
C 0.781 -0.088 -1.123  0.15
O 0.286 1.929 0.230  -0.52
C 0.428 -1.482 -0.825  -0.37

Results
Structure (SMILES): [H]/N=C1\C=CNC1=O.[H][H]
Highest occupied orbital energy (eV): -9.1299
Molecular weight (Da): 98.10
2S+1: 1
ΔE to the lowest compared entry with this formula, charge and spin (eV): 2.023
Energy (Ha): -340.72057

---

5.
A 14-piece molecular cluster, C30H88O14 overall at a distorted geometry. Source: the Open Molecules 2025 dataset; level of theory: ωB97M-V/def2-TZVPD.

Each line ends with the Löwdin charge.
Geometry (Å):
H 16.177 10.496 16.071  0.06
C 12.019 16.389 14.376  -0.03
C 9.858 9.022 13.361  -0.46
H 8.173 9.535 14.547  0.09
H 16.003 14.008 9.136  0.11
H 14.597 13.885 17.037  0.08
H 15.338 8.680 9.502  0.08
C 8.830 13.438 13.105  -0.06
H 19.178 14.440 13.561  0.07
H 14.459 16.024 11.976  0.06
C 12.994 11.587 17.181  -0.04
C 19.042 13.406 13.245  -0.14
H 15.698 12.456 14.706  0.04
H 14.486 9.995 10.353  0.07
O 12.915 16.572 16.553  -0.07
C 14.634 12.903 7.539  -0.05
H 13.377 14.161 8.512  0.13
H 13.487 10.859 17.826  0.08
C 15.451 9.512 10.197  -0.06
H 13.733 12.582 7.016  0.08
H 8.621 12.929 12.164  0.08
H 13.322 13.248 15.038  0.04
H 8.489 9.520 12.130  0.10
H 14.891 16.250 9.805  0.01
H 12.134 8.760 11.655  0.07
H 15.458 10.301 12.964  0.06
H 19.065 12.769 14.130  0.07
H 11.470 11.436 12.929  0.06
O 17.317 8.462 11.011  -0.03
H 17.435 16.304 14.604  0.07
C 14.369 14.303 8.082  -0.49
H 8.299 15.485 11.048  0.08
C 8.753 15.759 12.001  -0.04
H 13.955 13.849 11.452  0.07
O 6.866 14.780 13.081  -0.06
H 12.970 16.438 11.230  0.07
H 11.446 16.853 13.574  0.07
O 11.070 8.844 9.956  -0.12
H 16.146 10.229 9.761  0.09
H 9.657 9.491 15.451  0.08
H 10.937 9.104 13.493  0.10
H 8.491 7.349 12.974  0.08
C 13.763 7.414 14.470  -0.03
C 14.355 15.361 7.014  -0.05
H 13.531 11.578 16.232  0.05
H 12.606 15.674 16.413  0.04
O 15.865 16.443 15.965  -0.13
H 12.447 8.206 17.630  0.08
H 13.163 12.362 11.056  0.07
H 8.307 12.790 13.808  0.06
H 11.263 17.566 16.112  0.13
H 14.161 6.404 14.570  0.09
H 12.900 16.004 13.862  0.06
H 15.475 8.071 11.805  0.12
C 13.719 12.861 11.849  0.00
H 10.398 9.115 10.585  0.04
H 13.169 19.212 16.223  0.08
C 16.650 11.470 16.191  -0.10
H 14.022 18.301 15.010  0.06
H 12.319 13.745 13.124  0.11
C 10.736 12.184 9.736  -0.20
H 16.758 10.901 12.009  0.07
H 9.593 7.034 14.302  0.08
H 9.927 12.339 9.022  0.09
H 14.924 16.623 16.028  0.02
C 9.228 9.803 14.499  -0.04
C 13.973 16.823 11.416  -0.17
O 14.695 17.094 10.218  -0.12
H 12.770 7.102 14.145  0.06
H 12.923 7.919 10.288  0.08
H 15.455 12.874 6.822  0.09
H 14.752 12.184 8.350  0.07
H 12.695 19.209 14.485  0.08
H 11.175 13.482 16.534  0.11
H 6.566 14.586 13.972  0.08
O 11.668 11.386 9.114  -0.12
C 16.075 8.894 11.416  -0.52
H 17.215 12.883 13.399  0.00
H 11.273 13.104 9.965  0.07
H 8.635 16.830 12.166  0.08
C 13.567 8.231 15.752  -0.48
H 13.247 9.249 15.531  0.10
C 12.210 17.315 15.634  -0.45
O 12.102 13.727 16.583  -0.08
O 15.321 14.680 9.056  -0.06
H 14.576 13.426 18.727  0.09
H 12.800 6.589 16.849  0.09
H 11.513 15.452 14.606  0.05
H 13.666 15.016 6.242  0.08
C 16.354 16.167 14.636  -0.13
H 12.028 11.153 16.920  0.07
H 13.902 17.744 11.996  0.08
H 16.140 12.088 16.930  0.06
H 9.853 13.148 13.344  0.05
C 12.545 7.639 16.704  -0.05
C 11.972 8.144 10.771  -0.14
C 13.971 13.857 17.929  -0.03
H 12.870 10.713 13.589  0.07
H 16.052 16.966 13.958  0.06
H 17.051 9.693 13.259  0.08
H 11.556 7.179 11.058  0.07
H 9.325 10.888 14.459  0.05
C 13.025 18.604 15.329  -0.03
H 16.071 15.192 14.241  0.06
C 8.299 14.852 13.182  -0.45
H 9.813 15.584 11.818  0.06
H 14.630 12.309 12.081  0.07
H 11.322 10.501 9.257  0.03
H 8.545 15.337 14.127  0.13
H 17.708 11.400 16.443  0.09
O 17.733 13.296 12.704  -0.16
H 11.733 11.719 14.595  0.06
H 14.002 16.360 7.270  0.08
H 17.682 8.035 11.790  0.10
H 12.027 12.989 18.513  0.14
H 10.284 11.887 10.683  0.05
H 10.144 6.893 12.694  0.06
C 12.710 13.055 17.666  -0.42
C 13.009 12.904 13.183  -0.46
O 13.854 13.221 14.240  -0.06
O 9.447 9.583 12.093  -0.07
H 15.344 15.489 6.576  0.09
C 12.267 11.619 13.650  -0.03
C 16.371 9.987 12.459  -0.05
H 14.252 7.918 13.637  0.06
H 11.550 7.773 16.280  0.06
O 14.852 8.304 16.377  -0.06
C 9.510 7.514 13.327  -0.03
O 16.582 12.178 14.955  -0.16
H 13.719 14.873 18.231  0.08
H 14.816 8.763 17.219  0.07
H 19.698 12.973 12.490  0.08

Results
Highest occupied orbital energy (eV): -9.4195
Molecular weight (Da): 673.02
2S+1: 1
ΔE to the lowest compared entry with this formula, charge and spin (eV): 3.123
Energy (Ha): -2248.99757

---

6.
An isolated ion of composition H2N3O2S and charge -1 at a distorted geometry. Source: the Open Molecules 2025 dataset; level of theory: ωB97M-V/def2-TZVPD.

Each line ends with the natural charge from an NBO analysis.
Geometry (Å):
N -1.180 -0.194 -0.313  -0.68
N 1.057 0.051 0.044  0.21
S 1.137 -1.981 0.060  -0.52
H -0.873 -1.162 -0.109  0.40
H -1.950 0.146 0.261  0.36
O -0.248 1.865 -0.009  -0.59
O 2.132 0.659 0.157  -0.51
N -0.074 0.617 -0.091  0.33

Results
Structure (SMILES): NN([O-])[N+]([O-])=S
Highest occupied orbital energy (eV): -3.6259
Molecular weight (Da): 108.10
Total charge: -1
2S+1: 1
ΔE to the lowest compared entry with this formula, charge and spin (eV): 2.232
Energy (Ha): -714.00519